No. 1
{
  "formula": "C5H8O2",
  "method": "ωB97M-V with the def2-TZVPD basis set",
  "multiplicity": 1,
  "orbital_gap_ev": 7.35,
  "fmax_ev_per_a": 4.38,
  "relative_energy_ev": 7.305,
  "total_energy_ha": -345.536512,
  "homo_energy_ev": -6.67,
  "elements": ["H", "C", "C", "C", "H", "H", "O", "H", "H", "O", "C", "H", "C", "H", "H"],
  "coordinates": [[1.153, 1.381, -1.463], [1.052, -1.051, 0.319], [-1.008, -0.873, 0.564], [0.271, 0.734, -1.508], [1.884, -0.673, 0.921], [1.464, -1.699, -0.475], [0.045, -1.705, 1.101], [-1.912, -1.450, 0.336], [-0.595, 1.370, -1.700], [0.121, 1.361, 0.873], [-1.320, 0.368, 1.114], [-2.156, 0.936, 0.744], [0.142, -0.022, -0.245], [0.468, 1.259, 1.784], [0.392, 0.064, -2.364]]
}

---

No. 2
{
  "formula": "C5H8O2",
  "method": "ωB97M-V with the def2-TZVPD basis set",
  "multiplicity": 1,
  "orbital_gap_ev": 9.94,
  "fmax_ev_per_a": 1.26,
  "relative_energy_ev": 3.535,
  "total_energy_ha": -345.675052,
  "homo_energy_ev": -9.33,
  "elements": ["H", "H", "C", "C", "O", "O", "H", "H", "C", "C", "H", "H", "H", "H", "C"],
  "coordinates": [[-2.197, 1.084, 0.574], [1.950, -0.861, 1.738], [-0.768, -0.802, -1.413], [1.027, -1.089, 1.186], [1.761, 0.758, -0.260], [0.001, -0.302, 1.682], [-1.769, 1.800, -0.995], [-0.771, 2.108, 0.429], [-1.368, 1.347, -0.088], [-0.515, 0.141, -0.518], [-1.758, -1.011, -1.786], [2.624, 0.446, 0.052], [0.929, -2.160, 0.977], [0.075, -1.398, -1.758], [0.780, -0.062, 0.179]]
}

---

No. 3
{
  "formula": "C5H8O2",
  "method": "ωB97M-V with the def2-TZVPD basis set",
  "multiplicity": 1,
  "orbital_gap_ev": [7.46, 7.78],
  "fmax_ev_per_a": 3.83,
  "relative_energy_ev": 4.375,
  "total_energy_ha": -345.644163,
  "homo_energy_ev": [-6.51, -6.76],
  "elements": ["C", "C", "C", "H", "H", "O", "O", "H", "H", "H", "H", "H", "H", "C", "C"],
  "coordinates": [[0.267, 0.001, -1.047], [-0.136, -0.813, 0.096], [-1.417, -0.885, 0.913], [-0.488, -0.092, -1.901], [-0.148, 2.204, -1.262], [0.655, -1.904, 0.075], [1.549, -0.607, -1.497], [1.389, 1.900, -0.654], [2.417, -2.398, -0.892], [-2.047, -0.003, 0.701], [-0.122, 1.607, 0.279], [-1.888, -1.806, 0.769], [-1.150, -0.975, 2.117], [1.546, -1.834, -0.888], [0.376, 1.509, -0.644]]
}

---

No. 4
{
  "formula": "C5H8O2",
  "method": "ωB97M-V with the def2-TZVPD basis set",
  "multiplicity": 1,
  "orbital_gap_ev": 9.83,
  "fmax_ev_per_a": 0.51,
  "relative_energy_ev": 5.260,
  "total_energy_ha": -345.611669,
  "homo_energy_ev": -8.96,
  "elements": ["H", "C", "O", "H", "C", "C", "H", "H", "C", "H", "O", "H", "H", "C", "H"],
  "coordinates": [[-2.265, 1.011, 0.043], [-1.438, 0.603, 0.638], [-1.427, 1.296, 1.867], [2.501, -0.392, -0.438], [0.312, -0.233, -1.130], [1.460, -0.516, -0.134], [1.238, -2.364, -0.967], [-1.601, -0.478, 0.777], [-0.111, 0.812, -0.083], [-0.010, 1.844, -0.447], [0.993, 0.480, 0.794], [0.551, -0.017, -2.169], [-0.630, 0.987, 2.328], [0.770, -1.791, -0.141], [-0.377, -1.162, -1.011]]
}

---

Q: Number 2 is which compound?
A: C5H8O2

---

What did the first record say?
{
  "formula": "C5H8O2",
  "method": "ωB97M-V with the def2-TZVPD basis set",
  "multiplicity": 1,
  "orbital_gap_ev": 7.35,
  "fmax_ev_per_a": 4.38,
  "relative_energy_ev": 7.305,
  "total_energy_ha": -345.536512,
  "homo_energy_ev": -6.67,
  "elements": ["H", "C", "C", "C", "H", "H", "O", "H", "H", "O", "C", "H", "C", "H", "H"],
  "coordinates": [[1.153, 1.381, -1.463], [1.052, -1.051, 0.319], [-1.008, -0.873, 0.564], [0.271, 0.734, -1.508], [1.884, -0.673, 0.921], [1.464, -1.699, -0.475], [0.045, -1.705, 1.101], [-1.912, -1.450, 0.336], [-0.595, 1.370, -1.700], [0.121, 1.361, 0.873], [-1.320, 0.368, 1.114], [-2.156, 0.936, 0.744], [0.142, -0.022, -0.245], [0.468, 1.259, 1.784], [0.392, 0.064, -2.364]]
}